Record 1
# C5H11O3

A cluster of 2 separate species, C5H11O3 in total (ωB97M-V/def2-TZVPD, OMol25).

Values from the calculation:
Net charge: -1
HOMO, eV: -4.5

Positions of all 19 atoms, in Å:
C  0.5036  1.3459  -0.9703
C  -0.0700  0.7220  -2.2488
C  -0.6333  1.5212  0.0519
O  1.5759  0.5903  -0.4703
H  0.9109  2.3339  -1.1970
H  -0.3261  -0.3083  -2.0155
H  -0.3871  1.2583  1.0882
H  -0.9345  2.5686  0.0742
H  -1.5067  0.8867  -0.1278
H  1.2212  -0.2987  -0.2367
H  0.6865  0.6765  -3.0263
H  -0.9442  1.2916  -2.5876
C  0.3203  -1.7535  2.2542
C  -0.4529  -1.8585  0.9124
O  -1.6698  -2.0995  1.0205
O  0.2103  -1.6919  -0.1539
H  0.1660  -0.7425  2.6206
H  1.3828  -1.9213  2.0954
H  -0.0529  -2.5208  2.9167



Record 2
# C5H11O4Pd

A structure of composition C5H11O4Pd in a non-equilibrium geometry (ωB97M-V/def2-TZVPD, OMol25).

Values from the calculation:
Net charge: -1
⟨S²⟩: 2.0021
HOMO (spin up / spin down), eV: -0.7 / -3.6
Multiplicity: 3

Positions of all 21 atoms, in Å:
O  -4.1534  -0.1598  -2.6850
C  -3.8684  0.2523  -1.5491
C  -2.5068  0.2386  -1.0317
O  -1.5636  0.0564  -2.0604
C  -1.0435  1.2635  -2.6113
C  -0.5884  0.9852  -4.0187
O  -1.6981  0.4789  -4.7410
C  -1.4823  0.4057  -6.1397
Pd  -2.4289  -1.0859  -3.6299
H  -4.6653  0.5839  -0.8587
H  -2.3692  -0.7856  -0.2323
H  -0.2002  1.6222  -2.0031
H  -1.8268  2.0358  -2.6186
H  0.2318  0.2470  -4.0345
H  -0.2288  1.9201  -4.4758
H  -2.3590  -0.0810  -6.5821
H  -1.3691  1.4176  -6.5559
H  -0.5832  -0.1893  -6.3660
H  -2.2791  1.0870  -0.3566
O  -2.1342  -1.9428  0.7259
H  -2.9285  -2.4829  0.7090



Record 3
# C5H11O6

A cluster of 2 separate species, C5H11O6 in total in a non-equilibrium geometry (ωB97M-V/def2-TZVPD, OMol25).

Values from the calculation:
Net charge: 0
⟨S²⟩: 3.7630
HOMO (spin up / spin down), eV: -7.4 / -9.6
Multiplicity: 4

Positions of all 22 atoms, in Å:
O  2.0442  -0.9647  -2.4317
O  2.1523  -1.9489  -3.1973
C  1.6227  -0.3203  0.6477
C  0.6413  0.5094  -0.0297
C  0.6958  1.9994  0.1264
O  1.3034  2.3159  1.3713
C  -0.6357  -0.0718  -0.4683
C  -1.6291  -0.2701  0.7181
O  -2.8494  -0.7463  0.2046
O  -3.0795  -2.0713  0.8517
O  -0.5561  -1.3848  -1.0444
H  1.4217  -1.3848  0.4843
H  2.6257  -0.0987  0.2648
H  1.6495  -0.1346  1.7328
H  1.2727  2.4418  -0.7128
H  -0.3252  2.4236  0.0891
H  1.2305  3.2645  1.5622
H  -1.1276  0.6019  -1.1990
H  -1.1844  -0.9629  1.4467
H  -1.8803  0.6931  1.1964
H  -3.5297  -2.5332  0.1161
H  0.1372  -1.3569  -1.7289



Here are the calculated relative energy (zero: lowest compared OMol25 entry of this formula, charge and spin) numbers, same order: 6.36; 30.95; 5.02 (kcal per mole).